Entry 1:
The following is a quantum chemistry calculation of an isolated molecule of CH5OPS at a distorted geometry, from OMol25.

Geometry (Å):
C1 1.262 -0.055 0.138
S1 0.227 0.244 -1.286
O1 -1.303 0.977 0.013
P1 -2.349 -0.026 0.603
H1 2.373 0.293 -0.107
H2 1.219 -0.992 0.567
H3 0.826 0.547 0.990
H4 -3.042 -0.307 -0.668
H5 -1.477 -1.135 0.773

The value obtained for the HOMO-LUMO gap is 7.321 eV. Its SMILES is CSOP. The max |F| is 0.081 hartree/bohr. Its energy is -855.77140 hartree. For the energy above the lowest of the compared OMol25 structures with the same formula, charge and spin, the calculation gives 338.85 kJ/mol.

Entry 2:
The following is a quantum chemistry calculation of a structure of composition C49H40As2N12O4SY, from OMol25.

Geometry (Å):
Y1 -1.243 0.105 0.681
O1 -0.512 0.520 4.900
C1 -0.715 0.687 3.710
O2 -0.476 -0.141 2.757
C2 -1.257 2.040 3.251
C3 -1.711 2.967 4.175
C4 -2.159 4.191 3.714
C5 -2.131 4.455 2.351
C6 -1.682 3.466 1.495
N1 -1.259 2.280 1.936
H1 -1.698 2.703 5.222
H2 -2.533 4.935 4.406
H3 -2.479 5.397 1.949
H4 -1.683 3.608 0.420
N2 -4.576 1.758 1.587
C7 -4.146 1.976 0.291
N3 -4.749 2.827 -0.524
N4 -4.009 2.781 -1.650
N5 -3.033 1.957 -1.514
N6 -3.073 1.414 -0.269
C8 -4.338 0.549 2.229
N7 -5.143 0.056 3.154
N8 -4.552 -1.104 3.511
N9 -3.469 -1.280 2.840
N10 -3.288 -0.230 2.000
H5 -5.477 2.156 1.790
C9 2.244 2.759 -1.224
C10 2.486 2.891 0.278
As1 2.066 1.218 1.205
C11 3.348 0.057 0.286
C12 2.966 -1.252 -0.027
C13 3.885 -2.071 -0.675
C14 5.142 -1.605 -1.031
C15 5.509 -0.305 -0.729
C16 4.611 0.516 -0.062
C17 3.039 1.451 2.886
C18 2.601 0.664 3.949
C19 3.227 0.734 5.185
C20 4.299 1.597 5.372
C21 4.736 2.388 4.321
C22 4.109 2.317 3.084
As2 0.517 1.893 -1.644
C23 1.125 0.116 -2.229
C24 0.278 -1.033 -1.702
C25 0.386 -2.234 -2.701
C26 1.773 -2.479 -3.200
C27 2.595 -1.453 -3.391
C28 2.195 -0.101 -2.992
C29 0.260 2.605 -3.447
C30 1.291 3.159 -4.200
C31 1.058 3.575 -5.504
C32 -0.203 3.442 -6.064
C33 -1.236 2.899 -5.312
C34 -1.011 2.487 -4.006
H6 3.048 2.186 -1.687
H7 2.222 3.749 -1.681
H8 1.801 3.624 0.711
H9 3.502 3.237 0.470
H10 1.462 -1.371 1.424
H11 3.611 -3.092 -0.905
H12 5.836 -2.263 -1.540
H13 6.493 0.064 -0.991
H14 4.909 1.525 0.200
H15 1.745 0.010 3.823
H16 2.862 0.128 6.004
H17 4.786 1.658 6.338
H18 5.568 3.068 4.463
H19 4.469 2.948 2.282
H20 -1.652 -1.290 -1.493
H21 -0.016 -3.115 -2.197
H22 2.048 -3.488 -3.485
H23 3.579 -1.598 -3.818
H24 2.815 0.729 -3.316
H25 2.286 3.264 -3.786
H26 1.868 4.002 -6.085
H27 -0.381 3.766 -7.082
H28 -2.226 2.799 -5.740
H29 -1.815 2.082 -3.406
O3 -0.173 -1.798 -5.025
C35 -0.543 -2.006 -3.902
O4 -1.098 -0.545 -1.794
H30 -1.622 -2.089 -3.679
S1 -3.802 -4.126 1.157
C36 -2.481 -3.083 0.822
N11 -2.698 -2.121 -0.018
C37 -4.025 -2.139 -0.444
C38 -4.601 -1.232 -1.333
C39 -5.939 -1.374 -1.637
C40 -6.704 -2.405 -1.075
C41 -6.140 -3.315 -0.204
C42 -4.790 -3.170 0.104
H31 -1.531 -3.232 1.315
H32 -4.017 -0.421 -1.751
H33 -6.404 -0.665 -2.309
H34 -7.754 -2.484 -1.322
H35 -6.729 -4.107 0.238
N12 0.420 -1.253 -0.292
C43 1.584 -1.770 0.405
C44 1.625 -3.282 0.661
C45 2.613 -3.803 1.498
C46 2.657 -5.150 1.806
C47 1.705 -6.020 1.282
C48 0.709 -5.515 0.465
C49 0.671 -4.156 0.166
H36 3.359 -3.135 1.914
H37 3.432 -5.525 2.463
H38 1.737 -7.075 1.520
H39 -0.051 -6.174 0.064
H40 -0.133 -3.756 -0.432

The value obtained for the HOMO-LUMO gap is 7.786 eV. The max |F| is 0.005 hartree/bohr. As for the total charge: -1. Its energy is -7757.57624 hartree. For the energy above the lowest of the compared OMol25 structures with the same formula, charge and spin, the calculation gives 190.98 kJ/mol.

Entry 3:
The following is a quantum chemistry calculation of the ion C4H8NOS with charge -1 at a distorted geometry, from OMol25.

Geometry (Å):
C1 1.368 -0.784 1.266
C2 0.210 -0.068 0.547
C3 0.700 0.235 -0.882
S1 1.864 1.629 -1.034
N1 -1.011 -0.864 0.676
C4 -2.161 -0.674 -0.008
O1 -3.238 -1.048 0.429
H1 1.269 -0.609 2.349
H2 1.453 -1.839 1.010
H3 2.324 -0.322 1.037
H4 -0.057 0.863 1.071
H5 -0.192 0.480 -1.474
H6 1.236 -0.623 -1.277
H7 -1.024 -1.564 1.399
H8 -2.098 -0.355 -1.056

The value obtained for the HOMO-LUMO gap is 6.331 eV. Its SMILES is C[C@@H](C[S-])NC=O. The max |F| is 0.026 hartree/bohr. As for the total charge: -1. Its energy is -685.43100 hartree. For the energy above the lowest of the compared OMol25 structures with the same formula, charge and spin, the calculation gives 65.86 kJ/mol.

Entry 4:
The following is a quantum chemistry calculation of an isolated molecule of C7H13NO2 at a distorted geometry, from OMol25.

Geometry (Å):
C1 -0.046 2.378 -0.364
N1 0.202 1.421 0.698
C2 0.434 0.031 0.342
C3 0.961 -0.656 1.610
C4 1.483 -0.055 -0.769
C5 -0.855 -0.699 -0.105
C6 -0.743 -2.052 -0.767
O1 -1.933 -0.639 0.934
C7 -2.119 0.002 -0.191
O2 -2.912 0.671 -0.757
H1 0.869 2.522 -0.937
H2 -0.853 2.101 -1.053
H3 -0.305 3.328 0.100
H4 -0.529 1.472 1.399
H5 1.819 -0.103 1.981
H6 1.261 -1.680 1.405
H7 0.192 -0.663 2.378
H8 2.322 0.582 -0.503
H9 1.843 -1.073 -0.875
H10 1.076 0.275 -1.721
H11 -1.730 -2.504 -0.851
H12 -0.107 -2.718 -0.189
H13 -0.329 -1.940 -1.766

The value obtained for the HOMO-LUMO gap is 9.858 eV. Its SMILES is CNC(C)(C)[C@@]1(C)OC1=O. The max |F| is 0.029 hartree/bohr. Its energy is -479.72394 hartree. For the energy above the lowest of the compared OMol25 structures with the same formula, charge and spin, the calculation gives 190.61 kJ/mol.

Entry 5:
The following is a quantum chemistry calculation of an isolated molecule of C4H9NO2, from OMol25.

Geometry (Å):
C1 -1.175 1.429 -0.322
C2 -0.272 0.425 0.391
C3 -0.796 -1.017 0.244
O1 -0.443 -1.849 1.311
N1 1.070 0.544 -0.210
C4 1.968 -0.458 -0.359
O2 2.013 -1.504 0.272
H1 -0.804 2.455 -0.210
H2 -2.188 1.395 0.089
H3 -1.235 1.196 -1.393
H4 -0.238 0.658 1.463
H5 -1.890 -1.002 0.193
H6 -0.431 -1.401 -0.723
H7 0.524 -1.947 1.241
H8 1.209 1.337 -0.819
H9 2.690 -0.259 -1.168

The value obtained for the HOMO-LUMO gap is 10.627 eV. Its SMILES is C[C@@H](CO)NC=O. The max |F| is 0.009 hartree/bohr. Its energy is -363.05195 hartree. For the energy above the lowest of the compared OMol25 structures with the same formula, charge and spin, the calculation gives 88.19 kJ/mol.

Entry 6:
The following is a quantum chemistry calculation of an isolated molecule of C5H10O at a distorted geometry, from OMol25.

Geometry (Å):
C1 -2.478 0.271 0.000
C2 -1.185 -0.496 0.335
C3 0.047 -0.153 -0.508
C4 0.864 1.106 -0.035
C5 1.935 0.108 0.328
O1 1.136 -1.002 -0.212
H1 -2.290 1.378 -0.038
H2 -3.276 -0.033 0.719
H3 -2.839 0.076 -1.026
H4 -1.402 -1.565 0.329
H5 -0.860 -0.322 1.390
H6 -0.092 -0.180 -1.588
H7 1.207 1.870 -0.759
H8 0.378 1.586 0.781
H9 2.137 -0.053 1.411
H10 2.848 0.242 -0.243

The value obtained for the HOMO-LUMO gap is 10.659 eV. Its SMILES is CC[C@H]1CCO1. The max |F| is 0.031 hartree/bohr. Its energy is -271.69999 hartree. For the energy above the lowest of the compared OMol25 structures with the same formula, charge and spin, the calculation gives 138.18 kJ/mol.

Entry 7:
The following is a quantum chemistry calculation of an isolated molecule of C4H8O, from OMol25.

Geometry (Å):
C1 -1.777 0.011 0.293
C2 -0.470 0.061 -0.492
C3 0.764 0.148 0.401
C4 2.046 -0.199 -0.319
O1 2.095 -0.761 -1.388
H1 -1.906 0.896 0.928
H2 -1.810 -0.873 0.942
H3 -2.637 -0.042 -0.383
H4 -0.376 -0.828 -1.124
H5 -0.474 0.920 -1.174
H6 0.876 1.141 0.859
H7 0.686 -0.554 1.248
H8 2.984 0.080 0.208

The value obtained for the HOMO-LUMO gap is 10.915 eV. Its SMILES is CCCC=O. The max |F| is 0.010 hartree/bohr. Its energy is -232.43512 hartree. For the energy above the lowest of the compared OMol25 structures with the same formula, charge and spin, the calculation gives 27.61 kJ/mol.

Q: Which formula does entry 5 have?
A: C4H9NO2

Please write out number 5 again, unchanged.
The following is a quantum chemistry calculation of an isolated molecule of C4H9NO2, from OMol25.

Geometry (Å):
C1 -1.175 1.429 -0.322
C2 -0.272 0.425 0.391
C3 -0.796 -1.017 0.244
O1 -0.443 -1.849 1.311
N1 1.070 0.544 -0.210
C4 1.968 -0.458 -0.359
O2 2.013 -1.504 0.272
H1 -0.804 2.455 -0.210
H2 -2.188 1.395 0.089
H3 -1.235 1.196 -1.393
H4 -0.238 0.658 1.463
H5 -1.890 -1.002 0.193
H6 -0.431 -1.401 -0.723
H7 0.524 -1.947 1.241
H8 1.209 1.337 -0.819
H9 2.690 -0.259 -1.168

The value obtained for the HOMO-LUMO gap is 10.627 eV. Its SMILES is C[C@@H](CO)NC=O. The max |F| is 0.009 hartree/bohr. Its energy is -363.05195 hartree. For the energy above the lowest of the compared OMol25 structures with the same formula, charge and spin, the calculation gives 88.19 kJ/mol.

Q: Which formula does entry 7 have?
A: C4H8O